1:
The following is a quantum chemistry calculation of a cluster of 2 separate species, C3H12N2O in total, from OMol25.

Properties
net charge: 0
SMILES string: CCO.NCN
frontier orbital gap: 10.405 eV
LUMO level: 0.72 eV

Last column: natural (NBO) charge in e.
Element x y z (Å)
C (2.21, -1.85, -1.11)  -0.65
C (2.08, -0.89, 0.08)  -0.10
O (2.67, 0.43, -0.04)  -0.70
H (3.09, -1.43, -1.66)  0.23
H (2.33, -2.91, -0.94)  0.23
H (1.27, -1.86, -1.73)  0.20
H (2.69, -1.18, 0.97)  0.18
H (1.03, -1.10, 0.48)  0.16
H (1.95, 0.94, -0.31)  0.46
N (-1.84, 0.37, -0.73)  -0.85
C (-1.84, 1.05, 0.55)  -0.05
N (-3.18, 1.16, 1.29)  -0.81
H (-0.94, -0.09, -0.90)  0.36
H (-2.57, -0.33, -0.61)  0.35
H (-1.14, 0.59, 1.23)  0.15
H (-1.45, 2.05, 0.32)  0.17
H (-3.90, 0.98, 0.57)  0.35
H (-3.26, 0.29, 1.84)  0.34

2:
The following is a quantum chemistry calculation of a cluster of 2 separate species, C3H12N2O in total, from OMol25.

Properties
net charge: 0
SMILES string: NCCCN.O
frontier orbital gap: 9.337 eV
LUMO level: 0.66 eV

Last column: natural (NBO) charge in e.
Element x y z (Å)
N (0.15, 1.98, -0.81)  -0.87
C (-0.60, 0.81, -1.25)  -0.22
C (0.03, -0.60, -1.23)  -0.42
C (0.22, -1.22, 0.19)  -0.23
N (1.44, -2.11, 0.07)  -0.85
H (1.16, 1.91, -0.86)  0.37
H (-0.31, 2.37, 0.00)  0.38
H (-1.47, 0.71, -0.61)  0.20
H (-0.85, 0.89, -2.31)  0.17
H (1.04, -0.67, -1.64)  0.19
H (-0.45, -1.39, -1.81)  0.22
H (0.49, -0.47, 0.93)  0.17
H (-0.52, -1.97, 0.45)  0.19
H (1.59, -2.55, 0.98)  0.35
H (2.27, -1.56, -0.17)  0.34
O (-1.56, 1.33, 2.36)  -0.95
H (-1.24, 2.05, 2.89)  0.47
H (-1.38, 0.49, 2.81)  0.48

3:
The following is a quantum chemistry calculation of a structure of composition C3H12N2O, from OMol25.

Properties
net charge: 0
frontier orbital gap: 9.726 eV
LUMO level: 0.67 eV

Last column: natural (NBO) charge in e.
Element x y z (Å)
N (1.84, 0.37, 0.62)  -0.82
C (1.29, -1.12, -0.37)  -0.38
C (-0.18, -1.09, -0.70)  -0.43
C (-0.81, -0.55, 0.60)  -0.24
N (-2.22, -0.08, 0.33)  -0.85
H (2.81, 0.21, 0.51)  0.33
H (1.39, -0.70, 0.82)  0.36
H (1.61, -2.27, -0.23)  0.23
H (2.01, -0.79, -1.13)  0.25
H (-0.47, -0.53, -1.49)  0.23
H (-0.58, -2.10, -0.89)  0.21
H (-0.29, 0.20, 1.17)  0.22
H (-1.07, -1.48, 1.17)  0.18
H (-2.55, -0.07, 1.34)  0.35
H (-2.23, 0.97, -0.04)  0.37
H (-0.14, 2.96, -0.74)  0.47
H (0.77, 1.88, 0.02)  0.51
O (-0.05, 2.03, -0.54)  -0.99

4:
The following is a quantum chemistry calculation of a cluster of 3 separate species, C3H12N2O in total, from OMol25.

Properties
net charge: 0
SMILES string: C=C.NCO.N
frontier orbital gap: 10.556 eV
LUMO level: 0.81 eV

Last column: natural (NBO) charge in e.
Element x y z (Å)
C (1.71, -0.84, 3.27)  -0.41
C (1.61, -0.83, 1.91)  -0.37
H (0.78, -0.87, 3.97)  0.19
H (2.64, -0.99, 3.78)  0.20
H (0.74, -0.91, 1.24)  0.20
H (2.58, -0.85, 1.29)  0.19
N (1.09, 0.09, -2.45)  -0.86
C (0.65, 0.92, -1.36)  0.09
O (1.69, 1.16, -0.42)  -0.73
H (1.82, 0.60, -3.00)  0.35
H (1.48, -0.86, -2.29)  0.38
H (0.14, 1.81, -1.71)  0.17
H (-0.06, 0.26, -0.73)  0.16
H (2.45, 1.37, -0.90)  0.46
N (-4.89, -0.09, -0.96)  -1.03
H (-5.36, 0.78, -0.60)  0.35
H (-3.88, -0.06, -0.73)  0.35
H (-5.16, -0.67, -0.32)  0.33

What should be chosen as the most stable of them? Choose 2.

1:
The following is a quantum chemistry calculation of a cluster of 2 separate species, C3H12N2O in total, from OMol25.

Properties
net charge: 0
SMILES string: CCO.NCN
frontier orbital gap: 10.025 eV
LUMO level: 0.94 eV

Last column: natural (NBO) charge in e.
Element x y z (Å)
C (-2.06, 1.14, -0.37)  -0.65
C (-1.91, -0.36, -0.33)  -0.07
O (-2.15, -0.94, 0.98)  -0.73
H (-3.10, 1.47, -0.50)  0.21
H (-1.51, 1.55, -1.22)  0.22
H (-1.67, 1.57, 0.55)  0.22
H (-2.57, -0.88, -1.02)  0.16
H (-0.87, -0.65, -0.51)  0.18
H (-2.90, -0.49, 1.36)  0.46
N (2.06, -1.39, -0.04)  -0.88
C (1.65, 0.01, -0.04)  -0.07
N (2.71, 0.92, 0.36)  -0.83
H (1.81, -1.87, 0.82)  0.36
H (1.84, -2.00, -0.81)  0.37
H (0.79, 0.13, 0.61)  0.17
H (1.36, 0.34, -1.04)  0.17
H (3.56, 0.72, -0.15)  0.35
H (2.95, 0.74, 1.32)  0.34

2:
The following is a quantum chemistry calculation of a cluster of 2 separate species, C3H12N2O in total, from OMol25.

Properties
net charge: 0
SMILES string: NCCCN.O
frontier orbital gap: 10.102 eV
LUMO level: 1.04 eV

Last column: natural (NBO) charge in e.
Element x y z (Å)
N (2.00, 0.54, -0.84)  -0.86
C (0.72, 1.05, -0.28)  -0.22
C (-0.43, 0.07, -0.48)  -0.42
C (-1.72, 0.58, 0.13)  -0.21
N (-2.79, -0.41, -0.04)  -0.84
H (1.80, -0.29, -1.38)  0.36
H (2.36, 1.21, -1.52)  0.36
H (0.86, 1.19, 0.79)  0.18
H (0.45, 2.01, -0.71)  0.17
H (-0.17, -0.88, 0.00)  0.23
H (-0.57, -0.18, -1.53)  0.19
H (-1.54, 0.81, 1.19)  0.17
H (-2.05, 1.49, -0.37)  0.18
H (-3.66, 0.04, -0.28)  0.36
H (-2.97, -0.94, 0.80)  0.36
O (1.78, -1.55, 1.27)  -0.96
H (2.47, -0.97, 0.92)  0.49
H (2.27, -2.22, 1.77)  0.47

3:
The following is a quantum chemistry calculation of a cluster of 2 separate species, C3H12N2O in total, from OMol25.

Properties
net charge: 0
SMILES string: NCCCN.O
frontier orbital gap: 9.890 eV
LUMO level: 0.91 eV

Last column: natural (NBO) charge in e.
Element x y z (Å)
N (0.37, 0.83, 2.17)  -0.85
C (0.16, 0.58, 0.76)  -0.21
C (-0.93, -0.46, 0.43)  -0.41
C (-0.84, -0.73, -1.07)  -0.21
N (-2.09, -1.19, -1.66)  -0.84
H (-0.47, 0.78, 2.74)  0.36
H (0.78, 1.73, 2.39)  0.36
H (-0.05, 1.46, 0.15)  0.16
H (1.11, 0.18, 0.37)  0.18
H (-1.89, -0.04, 0.71)  0.20
H (-0.75, -1.35, 1.04)  0.20
H (-0.52, 0.14, -1.65)  0.20
H (-0.09, -1.52, -1.16)  0.16
H (-2.32, -2.16, -1.49)  0.35
H (-2.09, -1.08, -2.66)  0.36
O (3.08, 1.17, -0.60)  -0.96
H (3.58, 0.35, -0.81)  0.48
H (2.96, 1.31, 0.34)  0.48

What should be chosen as the most stable of them? Choose 2.

1:
The following is a quantum chemistry calculation of a cluster of 2 separate species, C3H12N2O in total, from OMol25.

Properties
net charge: 0
SMILES string: C[C@@H](N)CN.O
frontier orbital gap: 10.388 eV
LUMO level: 0.84 eV

Last column: natural (NBO) charge in e.
Element x y z (Å)
C (-0.43, 1.10, 0.96)  -0.62
C (0.12, 0.07, -0.01)  -0.07
N (-0.18, 0.43, -1.40)  -0.84
C (1.61, -0.07, 0.28)  -0.23
N (2.38, -1.09, -0.50)  -0.80
H (-0.43, 0.69, 1.97)  0.20
H (-1.45, 1.40, 0.71)  0.21
H (0.18, 2.00, 0.94)  0.22
H (-0.27, -0.94, 0.21)  0.14
H (-1.04, 0.00, -1.70)  0.38
H (0.62, 0.14, -1.95)  0.35
H (2.16, 0.85, 0.09)  0.19
H (1.75, -0.34, 1.33)  0.20
H (1.90, -1.99, -0.41)  0.34
H (2.20, -0.93, -1.50)  0.33
O (-3.20, -0.63, 0.02)  -0.93
H (-3.54, 0.12, 0.52)  0.47
H (-2.36, -0.82, 0.44)  0.46

2:
The following is a quantum chemistry calculation of a cluster of 2 separate species, C3H12N2O in total, from OMol25.

Properties
net charge: 0
SMILES string: CCNCN.O
frontier orbital gap: 10.118 eV
LUMO level: 0.96 eV

Last column: natural (NBO) charge in e.
Element x y z (Å)
C (-1.48, 1.81, -0.20)  -0.63
C (-1.10, 0.43, 0.29)  -0.21
N (0.19, 0.00, -0.10)  -0.67
C (0.39, -1.26, -0.78)  -0.04
N (1.44, -1.21, -1.72)  -0.83
H (-1.63, 1.51, -1.20)  0.20
H (-2.50, 2.11, 0.20)  0.23
H (-0.61, 2.50, -0.06)  0.22
H (-1.78, -0.40, 0.09)  0.18
H (-1.13, 0.50, 1.49)  0.17
H (0.47, 0.56, -0.92)  0.37
H (0.37, -2.13, -0.13)  0.15
H (-0.46, -1.57, -1.33)  0.14
H (1.36, -2.03, -2.23)  0.37
H (2.27, -1.05, -1.17)  0.36
O (1.30, -0.17, 2.91)  -0.97
H (0.99, -0.15, 1.90)  0.49
H (1.91, 0.55, 2.96)  0.46

What should be chosen as the most stable of them? Choose 1.

1:
The following is a quantum chemistry calculation of a cluster of 2 separate species, C3H12N2O in total, from OMol25.

Properties
net charge: 0
SMILES string: CNCCN.O
frontier orbital gap: 9.816 eV
LUMO level: 0.78 eV

Last column: natural (NBO) charge in e.
Element x y z (Å)
C (0.00, 0.00, 0.00)  -0.41
N (1.20, 0.21, 0.67)  -0.61
C (1.72, -1.00, 1.31)  -0.24
C (0.84, -1.57, 2.35)  -0.23
N (1.36, -2.70, 3.15)  -0.82
H (-0.83, -0.07, 0.72)  0.19
H (-0.01, -0.90, -0.64)  0.15
H (-0.16, 0.89, -0.63)  0.20
H (1.83, 0.50, -0.09)  0.35
H (1.81, -1.78, 0.54)  0.15
H (2.73, -0.81, 1.72)  0.19
H (0.64, -0.89, 3.20)  0.19
H (-0.12, -1.77, 1.85)  0.18
H (2.13, -3.16, 2.64)  0.35
H (1.78, -2.30, 4.00)  0.35
O (-0.50, 3.62, -2.22)  -0.94
H (-0.69, 3.83, -1.28)  0.47
H (-1.11, 2.88, -2.44)  0.47

2:
The following is a quantum chemistry calculation of a cluster of 2 separate species, C3H12N2O in total, from OMol25.

Properties
net charge: 0
SMILES string: CCNCN.O
frontier orbital gap: 8.864 eV
LUMO level: 0.51 eV

Last column: natural (NBO) charge in e.
Element x y z (Å)
C (-0.14, 1.08, -1.97)  -0.62
C (-0.74, 0.15, -0.91)  -0.22
N (0.22, -0.80, -0.36)  -0.64
C (1.44, -0.26, 0.17)  -0.06
N (1.36, 0.80, 1.17)  -0.86
H (-0.10, 0.54, -2.92)  0.21
H (0.88, 1.39, -1.75)  0.21
H (-0.75, 1.97, -2.07)  0.21
H (-1.27, 0.73, -0.14)  0.15
H (-1.51, -0.43, -1.42)  0.19
H (-0.27, -1.38, 0.32)  0.37
H (2.08, 0.09, -0.65)  0.17
H (2.02, -1.09, 0.56)  0.18
H (0.45, 1.25, 1.16)  0.36
H (1.49, 0.43, 2.10)  0.35
O (-1.52, -1.21, 2.09)  -0.95
H (-1.19, -2.07, 2.34)  0.47
H (-2.46, -1.21, 2.27)  0.48

What should be chosen as the most stable of them? Choose 2.

1:
The following is a quantum chemistry calculation of a cluster of 5 separate species, H11O5 in total, from OMol25.

Properties
net charge: +1
frontier orbital gap: 12.060 eV
LUMO level: -3.35 eV

Last column: natural (NBO) charge in e.
Element x y z (Å)
O (0.24, -0.10, -0.74)  -0.76
H (1.03, 0.06, -0.45)  0.53
H (-0.43, 0.45, -0.35)  0.58
H (0.12, -1.08, -0.73)  0.55
O (0.16, -2.82, -0.51)  -0.95
H (-0.28, -3.39, 0.19)  0.51
H (1.04, -2.92, -0.11)  0.49
O (2.38, 1.03, 0.19)  -0.99
H (3.37, 0.88, 0.14)  0.51
H (2.23, 1.17, 1.20)  0.50
O (-1.57, -0.18, 1.35)  -0.96
H (-1.95, -0.94, 0.80)  0.47
H (-2.34, 0.13, 1.82)  0.49
O (-1.11, 2.33, -0.60)  -0.99
H (-0.80, 2.67, -1.59)  0.50
H (-2.10, 2.72, -0.61)  0.51

2:
The following is a quantum chemistry calculation of a cluster of 5 separate species, H11O5 in total, from OMol25.

Properties
net charge: +1
frontier orbital gap: 12.197 eV
LUMO level: -2.99 eV

Last column: natural (NBO) charge in e.
Element x y z (Å)
O (-2.77, 0.06, -1.48)  -0.93
H (-3.62, 0.50, -1.57)  0.53
H (-2.44, 0.05, -2.40)  0.51
O (-1.07, -0.90, 2.78)  -0.98
H (-1.19, -0.57, 3.68)  0.50
H (-0.84, -1.82, 2.81)  0.49
O (1.01, 1.43, -0.18)  -0.97
H (1.09, 2.34, 0.12)  0.51
H (1.90, 1.07, -0.26)  0.53
O (3.32, -0.40, -0.92)  -0.97
H (4.22, -0.21, -0.62)  0.49
H (3.45, -1.05, -1.61)  0.49
O (-0.76, -0.35, -0.14)  -0.87
H (-1.63, -0.03, -0.63)  0.55
H (-0.54, -0.57, 0.78)  0.57
H (-0.15, 0.46, -0.35)  0.54

What should be chosen as the most stable of them? Choose 2.